Entry 1:
{
  "formula": "C35H60FN7O9",
  "method": "wB97M-V/def2-TZVPD",
  "elements": ["C", "C", "C", "C", "C", "C", "C", "O", "C", "C", "C", "N", "C", "C", "C", "C", "C", "O", "C", "O", "C", "F", "N", "C", "C", "O", "C", "C", "C", "C", "N", "O", "H", "H", "H", "H", "H", "H", "H", "H", "H", "H", "H", "H", "H", "H", "H", "H", "H", "H", "H", "H", "H", "H", "H", "H", "H", "H", "H", "H", "H", "H", "H", "H", "C", "O", "N", "C", "C", "H", "H", "H", "H", "H", "H", "H", "C", "O", "N", "C", "C", "H", "H", "H", "H", "H", "H", "H", "C", "O", "N", "C", "C", "H", "H", "H", "H", "H", "H", "H", "C", "O", "N", "C", "C", "H", "H", "H", "H", "H", "H", "H"],
  "positions_angstrom": [[5.3949, 0.7080, 0.7324], [4.6353, 2.0172, 0.5693], [4.6690, 2.4328, -0.8920], [3.2166, 1.8527, 1.0912], [2.4346, 3.1632, 1.2362], [2.6534, 3.7284, 2.6419], [0.9332, 2.9930, 0.9800], [0.4710, 3.6676, -0.1983], [0.2177, 2.9014, -1.3057], [1.2271, 2.1029, -1.8883], [0.9204, 1.2792, -3.0072], [1.8757, 0.4495, -3.5339], [1.5610, -0.3231, -4.5352], [2.5807, -1.2883, -5.0484], [2.9086, -2.3425, -3.9957], [1.7677, -3.3207, -3.7724], [0.6722, -2.7979, -2.8569], [0.2541, -3.7880, -1.9109], [-0.5353, -4.7376, -2.3653], [-1.1305, -4.7144, -3.3778], [0.2324, -0.2558, -5.0656], [-0.0570, -1.0745, -6.0863], [-0.7060, 0.5054, -4.6284], [-0.3937, 1.3031, -3.5600], [-1.3922, 2.1448, -2.9773], [-2.6292, 2.2076, -3.5553], [-1.1103, 2.9403, -1.8283], [-2.1590, 3.7815, -1.1777], [-3.3002, 2.9649, -0.5482], [-3.3064, 3.0572, 0.9385], [-3.6224, 1.8608, 1.6739], [-3.0834, 4.0559, 1.5182], [4.7962, -0.0947, 0.3170], [6.3178, 0.7300, 0.1656], [5.6269, 0.5016, 1.7702], [5.1487, 2.7880, 1.1415], [5.6849, 2.4026, -1.2656], [4.0903, 1.7419, -1.4952], [4.2781, 3.4303, -1.0591], [3.2701, 1.3571, 2.0554], [2.6995, 1.1636, 0.4279], [2.8424, 3.8941, 0.5484], [2.4685, 2.9573, 3.3801], [3.6856, 4.0327, 2.7637], [1.9994, 4.5653, 2.8429], [0.3686, 3.4341, 1.7909], [0.6731, 1.9419, 0.9179], [2.2241, 2.0950, -1.4961], [2.2153, -1.7826, -5.9349], [3.4797, -0.7219, -5.2554], [3.7716, -2.9018, -4.3391], [3.2057, -1.8724, -3.0668], [1.3484, -3.6019, -4.7321], [2.1583, -4.2326, -3.3376], [1.0345, -1.9639, -2.2742], [-0.1824, -2.4468, -3.4215], [-0.5975, -5.5572, -1.6588], [-2.8075, 1.3745, -4.0054], [-2.5857, 4.4567, -1.9076], [-1.7012, 4.3860, -0.4130], [-4.2544, 3.3112, -0.9302], [-3.2104, 1.9223, -0.8222], [-4.4104, 1.4231, 1.2051], [-2.8517, 1.2073, 1.5856], [4.9158, -2.9340, 0.8375], [4.5537, -2.6554, -0.2962], [4.2021, -3.6533, 1.7112], [4.6870, -3.9599, 3.0439], [2.8991, -4.1416, 1.3012], [5.8875, -2.6035, 1.2427], [4.7568, -5.0380, 3.1717], [4.0074, -3.5465, 3.7939], [5.6704, -3.5136, 3.1825], [2.9919, -4.7860, 0.4286], [2.2458, -3.3114, 1.0346], [2.4645, -4.7080, 2.1196], [-8.3342, 1.8228, 3.4393], [-8.1709, 1.4631, 2.2874], [-7.4383, 2.5299, 4.1473], [-7.6825, 2.9426, 5.5126], [-6.1813, 2.8859, 3.5017], [-9.2548, 1.5957, 4.0053], [-7.6566, 4.0307, 5.5995], [-6.9297, 2.5249, 6.1840], [-8.6628, 2.5919, 5.8288], [-6.3758, 3.4844, 2.6110], [-5.6422, 1.9959, 3.1979], [-5.5655, 3.4569, 4.1901], [-6.9172, 4.8088, -1.8552], [-5.7466, 4.7033, -1.5345], [-7.8846, 5.2262, -1.0243], [-9.2677, 5.3376, -1.4396], [-7.5172, 5.5694, 0.3407], [-7.2808, 4.5608, -2.8660], [-9.6202, 6.3658, -1.3384], [-9.9050, 4.6893, -0.8358], [-9.3579, 5.0402, -2.4818], [-6.7836, 6.3752, 0.3489], [-7.0750, 4.7093, 0.8435], [-8.4085, 5.8827, 0.8774], [4.7032, -7.8856, 1.4567], [4.5409, -6.8483, 2.0768], [5.5918, -8.8327, 1.7912], [5.7513, -10.0501, 1.0205], [6.4190, -8.6196, 2.9683], [4.1227, -8.1295, 0.5519], [5.5430, -10.9267, 1.6361], [6.7679, -10.1307, 0.6322], [5.0590, -10.0415, 0.1821], [5.7978, -8.5053, 3.8565], [7.0158, -7.7145, 2.8570], [7.0783, -9.4735, 3.0958]],
  "atomic_forces_ev_per_a": [[-0.13, 0.20, -0.22], [0.28, -0.08, -0.09], [-0.05, -0.03, 0.03], [0.12, 0.26, -0.20], [-0.01, -0.20, 0.60], [0.17, -0.25, -0.25], [0.25, 0.23, -0.29], [-0.10, -0.17, -0.35], [0.72, -1.06, -0.75], [-1.52, 0.40, -0.02], [-0.42, 0.41, 0.38], [-0.21, 0.21, 0.14], [-0.37, 0.35, 0.11], [0.01, 0.11, 0.52], [0.04, -0.24, -0.22], [-0.01, -0.06, 0.05], [-0.07, 0.40, -0.24], [0.81, 0.27, 0.58], [0.25, -0.22, 1.33], [-1.05, -0.06, -2.24], [-0.15, 0.25, 0.25], [-0.08, 0.05, -0.02], [0.14, -0.08, 0.13], [0.33, 0.17, 0.43], [0.55, 0.63, 0.79], [0.22, 0.11, 0.74], [0.36, -1.14, -1.46], [-0.34, 0.00, -0.23], [0.38, -0.33, -0.51], [-0.43, -1.42, -0.56], [-0.35, -0.16, 0.14], [0.62, 2.01, 1.25], [-0.08, -0.35, 0.00], [0.32, 0.00, -0.02], [-0.02, -0.14, 0.27], [0.06, 0.20, 0.23], [0.27, 0.10, -0.10], [0.00, -0.24, -0.18], [-0.11, 0.22, -0.04], [-0.10, -0.15, 0.31], [-0.12, -0.16, -0.17], [-0.21, 0.17, -0.41], [-0.20, -0.16, 0.28], [0.24, 0.17, 0.09], [-0.08, 0.33, 0.06], [-0.21, 0.13, 0.21], [-0.10, -0.30, -0.06], [0.09, 0.04, 0.10], [0.04, -0.01, -0.42], [0.21, 0.12, -0.28], [0.22, -0.11, -0.13], [0.04, 0.16, 0.28], [-0.16, -0.14, -0.23], [0.15, -0.19, 0.24], [0.14, 0.08, 0.39], [-0.31, -0.03, -0.08], [0.02, -0.29, 0.49], [0.19, -0.05, -0.32], [-0.08, 0.18, -0.25], [0.13, 0.25, 0.18], [-0.23, 0.11, 0.07], [-0.02, -0.29, -0.21], [0.01, -0.26, -0.06], [0.09, -0.07, 0.03], [0.08, 0.12, -0.27], [0.01, -0.04, 0.13], [-0.04, -0.04, 0.15], [-0.14, 0.04, -0.03], [0.01, -0.01, -0.03], [0.00, 0.01, -0.02], [0.03, 0.09, 0.07], [0.05, 0.01, 0.03], [0.01, 0.02, -0.01], [-0.01, -0.04, -0.01], [-0.04, 0.05, 0.00], [0.00, -0.04, 0.00], [-0.10, -0.05, -0.09], [-0.01, 0.01, 0.01], [0.11, 0.13, 0.10], [0.08, -0.01, -0.10], [-0.22, 0.01, 0.04], [0.02, -0.01, 0.00], [-0.01, 0.01, 0.02], [-0.01, 0.00, 0.02], [-0.03, -0.01, 0.01], [0.07, 0.00, 0.01], [0.09, -0.04, 0.00], [0.01, 0.02, 0.03], [0.12, -0.07, -0.02], [-0.06, 0.03, -0.08], [-0.17, 0.09, 0.09], [0.09, 0.00, 0.11], [0.03, -0.03, -0.08], [0.01, 0.02, 0.00], [-0.02, 0.01, -0.02], [-0.02, -0.01, -0.01], [0.00, -0.01, -0.03], [0.01, 0.01, 0.00], [-0.02, -0.01, -0.01], [-0.03, 0.00, 0.01], [-0.11, 0.18, -0.03], [-0.02, -0.23, -0.10], [0.13, -0.18, 0.03], [0.04, 0.08, 0.11], [-0.07, 0.04, -0.05], [0.00, 0.00, 0.01], [-0.01, -0.02, -0.01], [0.00, -0.01, -0.02], [-0.02, 0.00, -0.02], [0.00, 0.00, 0.01], [0.01, 0.00, 0.00], [0.02, -0.03, 0.00]],
  "lowdin_charge": [-0.075, -0.427, -0.072, -0.168, -0.327, -0.062, -0.131, -0.053, -0.194, 0.077, -0.175, 0.202, -0.213, -0.121, -0.185, -0.153, -0.162, -0.012, -0.399, 0.107, -0.287, 0.095, 0.220, -0.128, -0.175, 0.076, -0.056, -0.097, -0.098, -0.516, 0.097, 0.126, 0.063, 0.076, 0.077, 0.131, 0.077, 0.066, 0.077, 0.115, 0.109, 0.132, 0.079, 0.075, 0.077, 0.121, 0.130, 0.072, 0.110, 0.121, 0.112, 0.108, 0.118, 0.120, 0.122, 0.116, 0.140, 0.105, 0.126, 0.106, 0.093, 0.111, 0.084, 0.085, -0.366, -0.012, -0.182, -0.058, -0.047, 0.132, 0.054, 0.089, 0.083, 0.086, 0.088, 0.086, -0.364, 0.003, -0.195, -0.062, -0.036, 0.130, 0.088, 0.089, 0.080, 0.072, 0.068, 0.093, -0.333, 0.008, -0.191, -0.057, -0.028, 0.136, 0.089, 0.091, 0.082, 0.096, 0.074, 0.087, -0.328, 0.001, -0.194, -0.056, -0.036, 0.137, 0.090, 0.090, 0.083, 0.093, 0.093, 0.085],
  "smiles": "CC(C)C[C@H](C)COc1cc2nc(CCCCOC=O)c(F)nc2c(O)c1CCC(N)=O.CN(C)C=O.CN(C)C=O.CN(C)C=O.CN(C)C=O",
  "charge": 0,
  "homo_energy_ev": -8.06
}

***

Entry 2:
{
  "formula": "C2H2N2O2",
  "method": "wB97M-V/def2-TZVPD",
  "elements": ["O", "C", "N", "O", "C", "N", "H", "H"],
  "positions_angstrom": [[-1.7280, -0.4852, -1.9482], [-0.3310, 0.0714, -0.2770], [-1.1015, 0.4808, -1.1452], [1.9972, 1.1542, 1.3328], [1.5185, 0.0516, 1.3251], [0.3246, -0.2561, 0.6896], [-2.6501, -0.2034, -1.8784], [1.9170, -0.8014, 1.8889]],
  "atomic_forces_ev_per_a": [[-0.17, -0.14, -0.11], [-0.05, 0.00, 0.12], [0.37, -0.02, 0.61], [-0.11, -0.47, -0.01], [0.34, 0.34, 0.01], [-0.47, 0.28, -0.27], [0.04, -0.06, -0.26], [0.05, 0.06, -0.09]],
  "lowdin_charge": [-0.043, -0.138, 0.029, 0.073, -0.323, 0.178, 0.098, 0.126],
  "smiles": "O=CN=C=NO",
  "charge": 0,
  "homo_energy_ev": -10.01
}

***

Entry 3:
{
  "formula": "C6H9N4",
  "method": "wB97M-V/def2-TZVPD",
  "elements": ["C", "C", "C", "C", "C", "C", "N", "N", "N", "N", "H", "H", "H", "H", "H", "H", "H", "H", "H"],
  "positions_angstrom": [[1.6210, -1.2276, -0.3292], [2.1536, -0.0034, -0.0404], [-1.2738, 0.0408, 0.5591], [-2.1335, 2.2709, -0.2300], [-0.2767, -2.6927, -0.0346], [-2.2204, 0.9040, 0.4963], [3.9743, 1.4667, 0.1714], [-0.1656, -0.4543, 0.7915], [2.9501, 0.8416, 0.0477], [0.3897, -1.4482, 0.0218], [2.3115, -1.8576, -0.8968], [-1.1335, 2.5701, -0.5144], [-2.7399, 2.9778, 0.2914], [-2.6097, 2.2051, -1.2380], [-0.5525, -3.0199, 0.9240], [-1.2180, -2.4411, -0.4563], [0.2781, -3.3876, -0.7033], [3.9668, 2.5022, 0.3071], [-3.3213, 0.7531, 0.8327]],
  "atomic_forces_ev_per_a": [[3.72, 1.24, -1.05], [-0.53, -1.51, -0.08], [0.52, 0.10, -0.23], [-0.16, -1.64, -1.60], [0.09, -0.41, -1.91], [-3.36, 1.58, -0.40], [4.41, 2.78, 1.03], [0.07, -0.03, 1.01], [-2.32, -0.11, -0.73], [-2.34, -0.18, 0.74], [-0.92, -0.36, 0.22], [0.32, 0.29, 0.71], [0.15, 0.66, 0.60], [-0.02, -0.34, 0.71], [0.35, -0.91, 1.50], [-1.11, -0.20, -0.92], [-0.48, 0.32, 0.87], [-0.68, -0.89, -0.26], [2.30, -0.38, -0.21]],
  "lowdin_charge": [-0.064, 0.060, -0.062, -0.062, 0.023, -0.074, 0.207, 0.131, 0.008, -0.177, 0.152, 0.071, 0.068, 0.095, 0.099, 0.093, 0.134, 0.137, 0.161],
  "multiplicity": 3,
  "charge": 1,
  "homo_energy_ev": [-11.07, -13.11]
}